{"formula": "C29H18IN3O4Tl", "method": "ωB97M-V/def2-TZVPD", "total_energy_ev": -55820.766, "homo_lumo_gap_ev": 6.74, "homo_energy_ev": -5.243, "multiplicity": 1, "charge": -1, "species": ["Tl", "I", "C", "C", "C", "C", "C", "C", "C", "C", "C", "C", "H", "H", "H", "H", "H", "H", "C", "C", "C", "C", "C", "C", "N", "N", "C", "C", "C", "C", "C", "C", "H", "H", "H", "H", "H", "H", "H", "H", "H", "O", "C", "O", "C", "C", "C", "N", "C", "C", "C", "O", "O", "H", "H", "H"], "positions_angstrom": [[0.52941, 0.16545, -0.04868], [2.83448, 2.05632, 1.46447], [1.32081, 2.28328, 2.90398], [1.73015, 2.89018, 4.05764], [0.79995, 3.20105, 5.06883], [-0.51650, 2.92080, 4.87325], [-0.96211, 2.29557, 3.68319], [-2.34554, 2.05002, 3.51003], [-2.80730, 1.45980, 2.37528], [-1.89351, 1.04984, 1.38236], [-0.54110, 1.24615, 1.50665], [-0.03883, 1.92021, 2.66025], [2.77056, 3.15157, 4.19013], [1.13937, 3.67907, 5.97844], [-1.25345, 3.17586, 5.62569], [-3.02443, 2.35267, 4.29873], [-3.86646, 1.28537, 2.23266], [-2.28193, 0.56917, 0.49527], [-5.16454, -2.93643, 0.01533], [-4.30293, -3.76913, 0.71733], [-2.93646, -3.53813, 0.68884], [-2.44618, -2.45849, -0.03489], [-3.29747, -1.60918, -0.73090], [-4.66068, -1.86541, -0.71052], [-1.04630, -2.15994, -0.06359], [-0.32327, -3.15859, -0.13267], [1.08998, -2.91849, -0.15014], [1.83885, -4.09004, -0.20350], [3.22194, -4.03536, -0.21347], [3.84601, -2.79817, -0.16640], [3.08647, -1.63465, -0.11819], [1.69612, -1.66240, -0.11958], [-6.23124, -3.12128, 0.03633], [-4.69561, -4.60018, 1.28959], [-2.24528, -4.17285, 1.22621], [-2.86894, -0.78904, -1.29627], [-5.33018, -1.22179, -1.26654], [1.30846, -5.03327, -0.23847], [3.80409, -4.94646, -0.25858], [4.92696, -2.73129, -0.17042], [3.60661, -0.68575, -0.07580], [2.03710, 3.11681, -6.52892], [2.91427, 2.93037, -5.67069], [4.14018, 3.15397, -5.68770], [2.40155, 2.30865, -4.34276], [3.28888, 2.04150, -3.30755], [2.81396, 1.49938, -2.13285], [1.52437, 1.21186, -1.93951], [0.65841, 1.44193, -2.93968], [1.06264, 1.99350, -4.14313], [-0.79924, 1.03971, -2.71578], [-1.61947, 1.28309, -3.58132], [-1.05702, 0.43963, -1.59800], [4.33564, 2.27033, -3.45499], [3.48699, 1.27952, -1.31209], [0.34180, 2.17368, -4.92692]], "forces_ev_per_angstrom": [[-0.03, -0.14, -0.02], [-0.08, -0.01, 0.08], [0.06, 0.00, -0.05], [-0.06, 0.00, 0.03], [0.03, 0.00, -0.01], [0.00, 0.00, 0.00], [0.01, 0.00, 0.01], [-0.02, -0.01, -0.02], [0.00, 0.01, 0.01], [-0.01, 0.06, 0.05], [0.04, 0.08, -0.06], [-0.02, 0.00, 0.05], [0.00, 0.00, 0.01], [0.00, 0.00, 0.00], [-0.01, 0.00, -0.01], [0.01, 0.00, 0.00], [0.00, 0.00, 0.00], [-0.01, -0.02, -0.02], [-0.03, 0.01, -0.01], [0.05, -0.01, 0.01], [-0.06, 0.01, 0.01], [0.08, 0.02, 0.01], [0.03, -0.05, 0.01], [0.01, 0.02, -0.02], [0.11, -0.03, -0.06], [-0.12, 0.02, 0.03], [0.02, 0.00, 0.02], [-0.01, 0.01, 0.00], [-0.02, 0.03, 0.00], [0.00, -0.03, 0.00], [-0.02, 0.05, -0.02], [0.05, -0.11, 0.00], [0.00, 0.00, 0.00], [0.00, 0.00, 0.00], [0.00, 0.00, 0.00], [-0.02, 0.02, 0.01], [0.00, 0.00, 0.00], [0.00, 0.00, 0.00], [0.01, 0.00, 0.00], [0.00, -0.01, 0.00], [0.00, 0.01, -0.02], [0.00, 0.00, 0.02], [0.01, 0.00, -0.05], [-0.01, 0.00, 0.01], [-0.04, -0.01, 0.02], [0.00, 0.00, 0.00], [0.03, 0.03, -0.03], [-0.11, 0.05, -0.08], [-0.04, -0.05, 0.08], [0.03, 0.01, -0.01], [0.05, 0.00, 0.08], [0.01, 0.00, 0.00], [0.04, 0.03, -0.08], [0.00, 0.00, 0.00], [-0.01, 0.00, 0.00], [0.01, 0.00, -0.01]], "mulliken_charge": [1.466, 0.136, 0.097, -0.614, -0.655, -0.811, 0.985, -0.842, -1.186, -0.408, 0.282, 0.359, 0.383, 0.370, 0.344, 0.336, 0.424, 0.537, -0.413, -0.514, -0.450, 0.049, 0.114, -0.874, 0.617, -0.753, 0.500, -0.173, -0.487, -0.813, -0.351, -0.154, 0.378, 0.354, 0.440, 0.333, 0.410, 0.433, 0.354, 0.398, 0.086, -0.714, 0.501, -0.738, 0.237, -1.212, 0.033, -0.028, 0.668, -0.706, 0.081, -0.726, -0.612, 0.458, 0.483, 0.589]}